{"formula": "C13H32NbO4", "method": "ωB97M-V/def2-TZVPD", "symbols": ["C", "C", "C", "C", "C", "Nb", "H", "H", "H", "H", "H", "H", "H", "H", "H", "H", "H", "H", "H", "H", "H", "H", "O", "C", "O", "C", "C", "C", "H", "H", "H", "H", "H", "H", "H", "H", "O", "C", "O", "C", "C", "C", "H", "H", "H", "H", "H", "H", "H", "H"], "coordinates": [[-1.4338, -3.4322, 1.8747], [-0.6225, -2.4221, 1.0678], [-1.2142, -1.0137, 0.9210], [-1.8577, -0.3854, 2.1570], [-1.5918, 1.1259, 2.2975], [-4.0914, -0.5157, 1.8615], [-2.2353, -3.8547, 1.2661], [-0.8035, -4.2560, 2.2193], [-1.8955, -2.9760, 2.7483], [0.3857, -2.3362, 1.4930], [-0.5001, -2.8256, 0.0565], [-0.3902, -0.3494, 0.6166], [-1.8935, -1.0265, 0.0475], [-1.4917, -0.8810, 3.0585], [-2.4900, 1.7552, 2.3521], [-1.0236, 1.3424, 3.2062], [-1.0104, 1.4995, 1.4445], [-4.5529, -1.6755, 0.5044], [-4.4487, 0.7679, 0.5208], [-4.5525, 0.6195, 3.2608], [-3.9866, -2.0635, 2.8712], [-5.8230, -0.8802, 2.3284], [-1.7483, -2.2781, -2.6762], [-0.5813, -2.1071, -2.8717], [0.0138, -1.1186, -2.1604], [1.4065, -0.8285, -2.1697], [1.7903, 0.1005, -3.3029], [0.2286, -2.9050, -3.8704], [2.0134, -1.7355, -2.1704], [1.5663, -0.3413, -1.2085], [1.6252, -0.3663, -4.2760], [2.8439, 0.3709, -3.2211], [1.1887, 1.0086, -3.2563], [0.0647, -2.4721, -4.8584], [-0.1673, -3.9166, -3.8731], [1.2965, -2.9272, -3.6746], [3.6393, 0.5512, 0.6405], [3.0231, 1.5721, 0.5063], [3.5190, 2.5002, -0.3558], [2.7843, 3.6830, -0.6961], [2.9592, 4.7887, 0.3224], [1.7559, 1.8560, 1.2824], [1.7327, 3.4462, -0.8592], [3.2013, 3.9784, -1.6582], [2.5611, 4.5020, 1.2955], [2.4358, 5.6861, -0.0094], [4.0168, 5.0247, 0.4395], [2.0411, 2.2095, 2.2742], [1.2217, 0.9160, 1.4013], [1.0907, 2.5854, 0.8327]], "forces_ev_per_angstrom": [[-0.040, -0.008, -0.013], [0.117, -0.087, -0.030], [-0.201, 0.111, -0.270], [-0.342, -0.734, 1.320], [-0.116, 0.155, -0.282], [0.728, 1.073, -0.165], [-0.084, 0.076, 0.104], [0.047, -0.032, -0.088], [-0.029, -0.031, -0.022], [-0.088, 0.032, 0.083], [0.184, 0.039, 0.029], [-0.089, -0.087, -0.250], [-0.034, 0.092, 0.113], [0.187, 0.010, -0.092], [-0.026, -0.041, -0.078], [-0.030, 0.005, 0.031], [-0.135, 0.019, 0.057], [-0.477, 0.314, 0.436], [-0.032, -0.300, -0.250], [-0.314, -0.148, -0.411], [-0.103, -0.106, -0.548], [0.771, -0.311, 0.332], [-0.113, -0.328, -0.351], [0.140, 0.374, 0.403], [-0.023, -0.075, -0.140], [0.100, 0.081, 0.066], [-0.058, -0.027, -0.029], [-0.102, 0.036, 0.070], [-0.069, -0.057, 0.003], [0.118, -0.031, -0.003], [0.023, -0.001, 0.010], [0.003, 0.011, 0.006], [0.009, 0.012, -0.013], [0.006, 0.001, 0.007], [-0.004, -0.016, -0.037], [0.013, 0.020, 0.030], [0.034, 0.000, -0.002], [-0.024, 0.083, -0.015], [-0.180, -0.055, 0.084], [0.018, -0.017, -0.054], [0.056, -0.045, 0.024], [0.157, -0.102, -0.143], [-0.005, -0.018, -0.001], [-0.012, 0.040, 0.010], [-0.017, 0.013, -0.011], [-0.001, 0.006, -0.003], [0.001, 0.016, 0.011], [-0.010, -0.006, 0.004], [0.050, 0.031, 0.059], [-0.004, 0.011, 0.005]], "e_lumo_ev": 2.31, "homo_energy_ha": -0.153, "homo_lumo_gap_ev": 6.48, "charge": -1, "fmax_ha_per_bohr": 0.0301, "relative_energy_ev": 0.000}